Formula: C28H44Cl3CrGeNO3PSi
Source: the OMol25 dataset
Level of theory: the ωB97M-V functional and the def2-TZVPD basis

Structure (ORCA input):
```
! wB97M-V def2-TZVPD RIJCOSX def2/J DEFGRID3
* xyz 1 3
Ge 3.466 -1.671 -1.147
Cr 1.209 -0.682 -0.683
Cl 4.732 -0.722 -2.626
Cl 1.432 -2.132 -2.565
Cl 4.419 -3.582 -0.950
P 0.654 -2.345 0.902
Si 1.708 2.431 0.998
O -0.711 -0.062 -0.983
O 0.324 0.532 3.041
O 1.292 0.670 1.009
N -1.586 -0.892 -2.891
C -3.183 -1.670 2.090
C -3.613 -2.921 2.512
C 0.474 3.525 1.967
C 2.552 -6.507 0.766
C 1.425 -3.973 0.896
C -0.991 3.134 1.700
C 0.695 3.554 3.491
C 0.679 4.984 1.500
C 2.861 -5.665 1.823
C 1.114 -4.824 -0.165
C 0.273 3.128 -1.432
C -2.759 -4.010 2.435
C 3.466 1.677 3.108
C 1.471 -1.407 2.263
C 4.428 1.569 0.845
C 1.675 2.808 -0.886
C 2.165 1.600 -1.693
C 3.467 2.376 1.734
C 2.597 3.995 -1.218
C -1.037 -2.603 1.509
C 1.673 -6.089 -0.225
C -1.904 -1.512 1.581
C -1.651 -0.140 -1.800
C 4.051 3.787 1.917
C -2.901 0.645 -1.550
C 0.972 0.010 2.190
C -1.472 -3.854 1.941
C 2.294 -4.401 1.894
H -0.749 -1.424 -3.089
H 5.395 1.487 1.351
H 2.544 -1.430 2.062
H -1.188 2.085 1.923
H 3.508 4.367 2.663
H 2.395 1.882 -2.724
H 4.448 1.812 3.571
H -3.091 -4.986 2.764
H -2.362 -0.944 -3.528
H -1.634 3.733 2.351
H -0.449 2.360 -1.156
H 4.612 2.029 -0.125
H 2.495 4.232 -2.281
H -0.811 -4.710 1.890
H -1.578 -0.535 1.247
H 0.444 5.141 0.450
H 2.539 -3.760 2.731
H 1.254 -1.801 3.253
H 4.071 4.361 0.991
H 3.648 3.774 -1.036
H 3.317 0.600 3.010
H -3.708 0.374 -2.227
H 2.722 2.063 3.802
H 1.310 0.910 -1.812
H -2.679 1.707 -1.668
H 1.686 3.920 3.758
H -4.614 -3.045 2.904
H 2.997 -7.492 0.712
H 5.083 3.698 2.268
H 3.056 1.124 -1.295
H 1.433 -6.745 -1.051
H 0.006 5.623 2.077
H -3.215 0.484 -0.520
H 0.324 3.168 -2.525
H -0.106 4.090 -1.097
H -0.026 4.256 3.920
H 2.339 4.895 -0.659
H 3.544 -5.992 2.596
H 0.534 2.592 3.965
H 4.066 0.550 0.681
H -1.292 3.340 0.674
H -3.846 -0.817 2.161
H 1.693 5.344 1.679
H 0.442 -4.495 -0.948
*
```

## Properties
* LUMO (spin up / spin down): -2.61 / -2.60 eV
* maximum force: 0.233 eV/Å
* frontier orbital gap (spin up / spin down): 9.24 / 8.33 eV
* calculated total energy: -6506.6719 Ha

Here are the Mulliken charges for atoms 1 to 2, given in e:
1 Ge 0.6608
2 Cr 0.2839